Entry 1:
Computed, not measured: an isolated ion of composition C5H8N and charge +1, with ωB97M-V with the def2-TZVPD basis set.

CARTESIAN COORDINATES (ANGSTROEM)
C -2.04327 -0.70997 0.08417
C -1.51320 0.66890 0.24181
N -0.18457 0.90048 0.21016
C 0.93351 0.22936 -0.10056
C 1.50352 -0.91969 -0.22217
C 2.36426 0.37842 -0.29786
H -2.87208 -0.93452 -0.63029
H -1.16929 -1.39326 -0.17513
H -2.41742 -0.86118 1.14309
H -2.09996 1.43894 0.54390
H -0.00380 1.94363 0.31063
H 1.77476 -2.02405 -0.20646
H 3.11681 0.62768 0.40205
H 2.61071 0.65526 -1.30335

Cartesian forces, eV/Å:
1.060 -0.603 0.382
4.255 -3.624 -1.337
-4.381 4.302 0.437
0.247 -2.068 0.446
1.850 -1.379 0.141
-0.465 -0.547 -1.729
0.522 0.795 0.628
-1.339 0.678 0.601
0.203 -0.514 -1.003
-1.592 2.460 0.599
-0.044 -1.658 0.135
-1.074 1.807 -0.047
0.254 0.130 1.178
0.505 0.221 -0.432

## Properties
M ... 82.1 g/mol
ΔE to the lowest compared entry with this formula, charge and spin ... 4.026 eV
E ... -6794.063 eV
Charge ... +1
HOMO level ... -13.96 eV
Orbital gap ... 8.34 eV

What are the natural (NBO) partial charges on each atom? They are as follows, in elementary charge units: number 1, C, carries -0.719; number 2, C, carries 0.331; number 3, N, carries -0.434; number 4, C, carries 0.060; number 5, C, carries -0.082; number 6, C, carries -0.389; number 7, H, carries 0.302; number 8, H, carries 0.256; number 9, H, carries 0.290; number 10, H, carries 0.220; number 11, H, carries 0.449; number 12, H, carries 0.291; number 13, H, carries 0.224; number 14, H, carries 0.203


Entry 2:
Computed, not measured: an isolated ion of composition C5H8N and charge +1, with ωB97M-V with the def2-TZVPD basis set.

CARTESIAN COORDINATES (ANGSTROEM)
C 1.44902 0.43021 0.97149
C 0.23309 0.67923 0.03453
C -1.13270 0.21066 0.53255
C -1.48223 -0.27826 -0.89935
C -0.77935 -1.17952 -0.11874
N -0.01617 -0.33472 -1.06101
H 1.81242 1.33925 1.46444
H 2.31374 0.29986 0.29007
H 1.32663 -0.47670 1.47229
H 0.20015 1.70628 -0.48644
H -1.69560 0.39710 1.35400
H -2.26604 -0.04973 -1.70827
H -0.58482 -2.29148 0.04382
H 0.62186 -0.45219 -1.88939

Cartesian forces, eV/Å:
0.591 1.701 -3.562
0.815 3.080 0.207
3.161 -2.322 -4.601
-3.261 2.111 -2.016
0.142 -4.020 1.392
1.806 1.651 0.776
-0.864 -0.423 0.653
-0.251 -0.301 0.108
-0.124 -1.030 1.486
0.335 -1.267 1.116
-1.731 0.453 2.125
1.389 -0.869 1.494
-0.704 1.843 -0.146
-1.303 -0.607 0.967

## Properties
M ... 82.1 g/mol
ΔE to the lowest compared entry with this formula, charge and spin ... 4.708 eV
E ... -6793.380 eV
Charge ... +1
HOMO level ... -15.86 eV
Orbital gap ... 12.63 eV

What are the natural (NBO) partial charges on each atom? They are as follows, in elementary charge units: number 1, C, carries -0.653; number 2, C, carries 0.013; number 3, C, carries -0.176; number 4, C, carries -0.058; number 5, C, carries -0.060; number 6, N, carries -0.383; number 7, H, carries 0.273; number 8, H, carries 0.233; number 9, H, carries 0.230; number 10, H, carries 0.222; number 11, H, carries 0.267; number 12, H, carries 0.307; number 13, H, carries 0.302; number 14, H, carries 0.482


Entry 3:
Computed, not measured: an isolated ion of composition C5H8N and charge +1, with ωB97M-V with the def2-TZVPD basis set.

CARTESIAN COORDINATES (ANGSTROEM)
C 0.35951 -1.85141 0.34504
C -0.54494 -0.75582 0.12736
C -1.94268 -0.50825 -0.28312
C -1.42221 0.27875 0.92106
C 1.85213 0.20286 0.17352
N 0.87506 -0.67133 -0.44332
H -2.14995 0.04186 -1.20062
H -2.55949 -1.29957 -0.07012
H -1.62285 -0.13019 1.83803
H -1.27035 1.28490 0.98110
H 2.64899 -0.42301 0.43097
H 2.25827 1.11676 -0.47507
H 1.48366 0.78268 1.09397
H 1.12505 -0.75364 -1.49706

Cartesian forces, eV/Å:
-1.049 0.660 0.173
2.938 -0.021 -0.135
0.788 2.859 0.218
-0.156 -3.655 -2.574
0.509 4.214 0.815
-1.506 1.284 -2.630
0.289 -0.158 0.177
-1.460 -1.805 0.325
-0.720 -1.030 2.167
0.875 2.581 -0.753
1.506 -0.611 0.594
-1.164 -2.406 0.690
0.152 -1.437 -1.204
-1.001 -0.475 2.138

## Properties
M ... 82.1 g/mol
ΔE to the lowest compared entry with this formula, charge and spin ... 6.729 eV
E ... -6791.360 eV
Charge ... +1
HOMO level ... -15.34 eV
Orbital gap ... 9.03 eV

What are the natural (NBO) partial charges on each atom? They are as follows, in elementary charge units: number 1, C, carries 0.444; number 2, C, carries -0.126; number 3, C, carries -0.339; number 4, C, carries -0.281; number 5, C, carries -0.451; number 6, N, carries -0.494; number 7, H, carries 0.271; number 8, H, carries 0.258; number 9, H, carries 0.242; number 10, H, carries 0.255; number 11, H, carries 0.237; number 12, H, carries 0.265; number 13, H, carries 0.245; number 14, H, carries 0.474


Entry 4:
Computed, not measured: a 2-piece molecular cluster, C5H8N overall, with ωB97M-V with the def2-TZVPD basis set.

CARTESIAN COORDINATES (ANGSTROEM)
C 0.48873 1.31680 2.30478
C 0.49735 2.00770 1.32071
C -0.95137 -0.11270 -1.41775
C 0.69149 -1.42255 -0.59110
C -0.75865 -1.14080 -0.36254
N 0.17194 -0.04590 -0.54546
H 0.37986 0.51601 2.99865
H -1.38555 -1.38671 0.48471
H 0.78217 2.88826 0.77810
H -0.90464 -0.26532 -2.51689
H -1.77814 0.54984 -1.30844
H 1.13845 -1.69471 0.25549
H 1.17940 -1.81417 -1.52552
H 0.44896 0.60425 0.12527

Cartesian forces, eV/Å:
-0.421 -0.873 -0.454
0.817 1.393 0.882
-1.713 -0.967 -1.974
-1.910 0.091 -3.807
-0.095 -0.938 -1.167
1.009 -1.131 -1.304
0.051 0.163 0.374
0.253 0.367 0.083
-0.347 -0.171 -0.353
1.074 -0.423 0.858
-0.214 0.826 1.012
2.112 -0.909 3.328
-0.972 0.697 0.792
0.355 1.874 1.729

## Properties
M ... 82.1 g/mol
ΔE to the lowest compared entry with this formula, charge and spin ... 5.502 eV
E ... -6792.587 eV
Charge ... +1
HOMO level ... -15.26 eV
Orbital gap ... 12.40 eV

What are the natural (NBO) partial charges on each atom? They are as follows, in elementary charge units: number 1, C, carries -0.127; number 2, C, carries -0.353; number 3, C, carries -0.212; number 4, C, carries -0.179; number 5, C, carries -0.026; number 6, N, carries -0.344; number 7, H, carries 0.251; number 8, H, carries 0.272; number 9, H, carries 0.279; number 10, H, carries 0.250; number 11, H, carries 0.254; number 12, H, carries 0.224; number 13, H, carries 0.254; number 14, H, carries 0.458


Entry 5:
Computed, not measured: a 2-piece molecular cluster, C5H8N overall, with ωB97M-V with the def2-TZVPD basis set.

CARTESIAN COORDINATES (ANGSTROEM)
C -1.88515 1.46617 2.56325
C -1.05575 1.05137 1.77953
C 0.63148 0.54791 -0.23681
C 1.33859 0.10193 0.95966
C 0.02518 0.78789 1.06743
N -0.15692 -1.45782 -2.17609
H -2.78829 1.89059 2.82126
H 1.05690 1.39499 -0.66866
H 0.22954 -0.29569 -0.89391
H 1.33964 -1.08180 1.11477
H 2.24937 0.51195 1.28994
H -1.06104 -2.01198 -1.93998
H 0.49813 -2.10861 -2.67236
H -0.42169 -0.79688 -3.00803

Cartesian forces, eV/Å:
0.482 -0.505 -0.816
0.276 0.494 0.506
-1.058 -0.667 0.207
-0.571 -3.737 1.199
1.659 -1.915 -1.335
-1.741 -0.363 -2.415
-1.425 0.724 0.994
0.311 1.461 -1.247
-0.065 0.891 0.041
-0.258 2.647 0.087
0.801 0.875 0.544
2.081 1.117 -0.771
-0.792 0.427 0.919
0.301 -1.449 2.087

## Properties
M ... 82.1 g/mol
ΔE to the lowest compared entry with this formula, charge and spin ... 5.909 eV
E ... -6792.180 eV
Charge ... +1
HOMO level ... -14.25 eV
Orbital gap ... 7.30 eV

What are the natural (NBO) partial charges on each atom? They are as follows, in elementary charge units: number 1, C, carries 0.168; number 2, C, carries -0.148; number 3, C, carries -0.490; number 4, C, carries -0.418; number 5, C, carries 0.368; number 6, N, carries -1.083; number 7, H, carries 0.256; number 8, H, carries 0.272; number 9, H, carries 0.349; number 10, H, carries 0.273; number 11, H, carries 0.274; number 12, H, carries 0.394; number 13, H, carries 0.396; number 14, H, carries 0.389


Entry 6:
Computed, not measured: a 2-piece molecular cluster, C5H8N overall, with ωB97M-V with the def2-TZVPD basis set.

CARTESIAN COORDINATES (ANGSTROEM)
C 2.12709 -0.51333 0.80011
C -1.95594 0.63836 0.10626
C -1.71151 1.57699 0.80995
C 2.12957 1.28522 -0.94155
C -2.24080 -0.49266 -0.74459
N 2.13301 0.45410 -0.15645
H 3.05568 -0.47426 1.37518
H 2.04248 -1.49942 0.32934
H 1.27363 -0.35458 1.46344
H -1.56977 2.40276 1.44118
H 2.14823 2.03099 -1.69760
H -2.92161 -0.18708 -1.53884
H -2.71534 -1.28266 -0.16327
H -1.32820 -0.87778 -1.20071

Cartesian forces, eV/Å:
-0.054 -2.059 1.869
0.348 0.331 0.244
-0.015 -0.368 -0.258
0.003 -1.651 1.433
-0.217 -0.221 -0.219
0.013 3.000 -2.797
-0.079 0.073 -0.083
-0.002 0.211 0.024
0.018 0.025 -0.057
0.076 0.502 0.373
-0.042 0.442 -0.358
-0.003 -0.119 -0.042
0.018 -0.075 -0.101
-0.063 -0.091 -0.027

## Properties
M ... 82.1 g/mol
ΔE to the lowest compared entry with this formula, charge and spin ... 3.988 eV
E ... -6794.100 eV
Charge ... +1
HOMO level ... -13.18 eV
Orbital gap ... 8.51 eV

What are the natural (NBO) partial charges on each atom? They are as follows, in elementary charge units: number 1, C, carries -0.484; number 2, C, carries 0.018; number 3, C, carries -0.289; number 4, C, carries 0.462; number 5, C, carries -0.699; number 6, N, carries -0.141; number 7, H, carries 0.283; number 8, H, carries 0.282; number 9, H, carries 0.292; number 10, H, carries 0.243; number 11, H, carries 0.304; number 12, H, carries 0.256; number 13, H, carries 0.254; number 14, H, carries 0.221


Entry 7:
Computed, not measured: an isolated ion of composition C5H8N and charge +1, with ωB97M-V with the def2-TZVPD basis set.

CARTESIAN COORDINATES (ANGSTROEM)
C -1.48633 -0.39925 1.51483
C 0.53883 -0.52627 0.28256
C -0.92184 -0.09370 0.26265
C -1.56773 0.68002 -0.83737
C 1.99996 0.16120 -0.24311
N -1.99249 -0.90738 2.43701
H 0.69595 -0.99287 1.23132
H 0.57512 -1.38640 -0.36940
H -2.27946 1.39122 -0.45204
H -1.73378 0.08683 -1.75352
H -0.70148 1.12634 -1.26177
H 2.79837 -0.63869 -0.15551
H 2.24062 0.85079 0.56486
H 1.83425 0.64816 -1.22050

Cartesian forces, eV/Å:
-1.677 -0.829 0.701
0.310 0.055 -0.669
2.633 0.709 -0.478
1.385 -1.293 1.019
-1.632 -0.433 1.197
0.731 0.842 -1.037
0.349 0.037 0.757
-0.479 -0.746 -0.830
-0.678 -0.150 -0.427
-1.032 -0.301 0.549
0.897 1.402 -0.267
-1.318 0.729 -0.696
-0.024 0.412 -0.375
0.534 -0.433 0.555

## Properties
M ... 82.1 g/mol
ΔE to the lowest compared entry with this formula, charge and spin ... 4.368 eV
E ... -6793.720 eV
Charge ... +1
HOMO level ... -17.07 eV
Orbital gap ... 9.14 eV

What are the natural (NBO) partial charges on each atom? They are as follows, in elementary charge units: number 1, C, carries 0.116; number 2, C, carries -0.531; number 3, C, carries 0.436; number 4, C, carries -0.714; number 5, C, carries -0.536; number 6, N, carries 0.000; number 7, H, carries 0.254; number 8, H, carries 0.321; number 9, H, carries 0.293; number 10, H, carries 0.337; number 11, H, carries 0.285; number 12, H, carries 0.264; number 13, H, carries 0.240; number 14, H, carries 0.235


Entry 8:
Computed, not measured: an isolated ion of composition C5H8N and charge +1, with ωB97M-V with the def2-TZVPD basis set.

CARTESIAN COORDINATES (ANGSTROEM)
C 1.14138 0.56234 0.71183
C 0.33012 -0.43787 0.94805
C 0.39310 1.42980 -0.40880
C -0.19088 -1.69483 0.73499
C -0.97074 -0.40135 0.19201
N -0.55170 0.33303 -0.99370
H 2.24931 0.67267 0.97956
H -0.21953 2.25190 -0.04213
H 1.09205 1.70700 -1.25332
H 0.43733 -2.23077 0.07096
H -0.64654 -2.41587 1.42970
H -1.96567 -0.18327 0.55177
H -1.26096 0.78654 -1.58236
H 0.16273 -0.37933 -1.33858

Cartesian forces, eV/Å:
6.000 7.305 -3.158
-6.964 -3.793 4.646
2.720 -1.548 -0.878
0.168 -0.871 -2.245
-0.153 -1.029 3.018
2.530 -0.404 0.447
-2.079 0.207 -0.219
0.078 -0.094 0.158
-0.920 0.230 0.998
0.192 -1.257 -1.413
-0.218 0.833 0.239
-0.066 -0.039 0.112
0.277 -0.978 -0.314
-1.566 1.438 -1.391

## Properties
M ... 82.1 g/mol
ΔE to the lowest compared entry with this formula, charge and spin ... 4.357 eV
E ... -6790.219 eV
Multiplicity ... 3
Charge ... +1
HOMO level (alpha / beta) ... -10.38 / -15.25 eV
Orbital gap (alpha / beta) ... 6.95 / 8.33 eV

What are the natural (NBO) partial charges on each atom? They are as follows, in elementary charge units: number 1, C, carries -0.147; number 2, C, carries -0.009; number 3, C, carries -0.260; number 4, C, carries -0.381; number 5, C, carries -0.109; number 6, N, carries -0.544; number 7, H, carries 0.264; number 8, H, carries 0.251; number 9, H, carries 0.245; number 10, H, carries 0.212; number 11, H, carries 0.294; number 12, H, carries 0.255; number 13, H, carries 0.474; number 14, H, carries 0.456


> Which of these has the highest E?

number 8